1.
C14H21NO2 | the ωB97M-V functional and the def2-TZVPD basis

Last column: Mulliken charge in e.
CARTESIAN COORDINATES (ANGSTROEM)
C -0.667 -2.180 1.321  -0.706
C -1.515 -1.355 0.846  0.901
C -2.657 -0.867 1.703  -1.515
H -2.577 -0.008 2.143  0.370
H -3.718 -1.081 1.010  0.278
H -2.985 -1.762 2.591  0.362
C -1.767 -0.897 -0.394  1.366
C -0.346 -0.591 -1.200  -0.812
C 0.695 -0.368 -1.666  0.264
C 2.167 -0.167 -1.965  -1.105
N 2.931 0.363 -0.808  -0.045
C 3.096 -0.878 -0.042  -0.256
H 4.040 -1.772 -0.439  0.170
C 3.534 -0.261 1.451  -0.269
H 4.536 -0.018 1.306  0.386
H 3.283 -1.074 2.363  0.194
C 2.593 0.677 1.486  -0.565
H 2.819 1.562 2.216  0.245
H 1.652 0.619 1.618  0.146
C 2.561 1.367 0.099  -0.340
H 3.297 2.102 -0.247  0.318
H 1.497 1.807 -0.161  0.126
H 2.292 -1.485 0.195  -0.097
H 2.083 0.793 -2.455  0.471
H 2.536 -0.813 -2.733  0.376
C -2.408 -1.658 -1.498  -1.315
H -3.496 -1.965 -1.114  0.305
H -2.487 -1.089 -2.518  0.337
H -2.105 -2.697 -1.420  0.348
O -2.320 0.476 -0.528  -0.390
C -1.806 1.648 0.012  0.971
O -0.843 1.458 0.593  -0.456
C -2.631 2.818 -0.090  -1.514
H -2.036 3.501 -0.322  0.522
H -3.401 2.579 -0.920  0.289
H -3.162 3.166 0.853  0.265
H 0.132 -2.436 0.423  0.131
H -0.728 -2.603 2.483  0.239

Calculated values
Energy above the lowest of the compared OMol25 structures with the same formula, charge and spin (eV): 13.718
LUMO (eV): 0.750
Orbital gap (eV): 8.95
2S+1: 1


2.
C14H21O13Pd | the ωB97M-V functional and the def2-TZVPD basis

Last column: Mulliken charge in e.
CARTESIAN COORDINATES (ANGSTROEM)
Pd -5.358 -1.661 0.700  0.956
C -1.506 0.420 -0.233  -0.326
C -1.880 -0.828 0.529  -0.265
O -3.245 -1.206 0.407  -0.360
H -0.434 0.338 -0.414  -0.181
H -1.640 1.361 0.300  0.092
H -2.013 0.410 -1.198  0.387
H -1.626 -0.705 1.582  0.342
H -1.161 -1.591 0.230  0.325
C -3.520 2.767 1.587  -0.070
C -2.437 3.282 2.476  -0.226
O -3.063 3.903 3.605  -0.343
C -4.371 4.160 3.283  0.579
O -5.192 4.649 4.040  -0.492
O -4.611 3.659 2.050  -0.390
H -3.638 1.687 1.675  0.036
H -3.208 2.964 0.561  0.368
H -1.850 3.900 1.797  0.283
H -1.923 2.398 2.854  0.283
C 2.344 -1.328 2.927  -0.206
C 2.348 -2.153 1.636  0.438
O 2.491 -3.497 2.060  -0.352
C 2.135 -3.564 3.343  0.676
O 2.015 -4.640 3.871  -0.542
O 2.029 -2.348 3.817  -0.356
H 1.612 -0.531 3.058  0.243
H 3.367 -1.079 3.209  0.268
H 3.192 -1.976 0.969  0.240
H 1.413 -1.934 1.119  -0.403
C 1.338 -1.820 -3.517  -0.043
C 0.468 -2.222 -2.327  0.401
O 0.022 -3.458 -2.875  -0.421
C 0.093 -3.549 -4.161  0.636
O -0.411 -4.407 -4.856  -0.555
O 0.669 -2.421 -4.605  -0.381
H 2.370 -2.128 -3.350  0.279
H 1.222 -0.742 -3.629  0.131
H -0.415 -1.605 -2.158  -0.106
H 1.073 -2.408 -1.440  0.021
C 2.625 2.669 -2.212  -0.471
C 1.324 1.969 -1.807  -0.250
O 1.787 0.621 -1.838  -0.103
C 3.100 0.571 -1.561  0.565
O 3.726 -0.453 -1.327  -0.538
O 3.623 1.849 -1.672  -0.331
H 2.784 3.716 -1.954  0.337
H 2.792 2.627 -3.289  0.280
H 0.471 2.076 -2.476  0.340
H 1.065 2.261 -0.790  0.203

Calculated values
Energy above the lowest of the compared OMol25 structures with the same formula, charge and spin (eV): 1.857
LUMO (spin up / spin down) (eV): -6.303 / -7.876
Orbital gap (spin up / spin down) (eV): 6.62 / 5.05
2S+1: 3
Total charge: +1
⟨S²⟩: 2.006


3.
C14H22AuNO7S | the ωB97M-V functional and the def2-TZVPD basis

Last column: Mulliken charge in e.
CARTESIAN COORDINATES (ANGSTROEM)
Au -0.325 -0.080 -0.137  2.005
C -2.999 1.289 1.212  -0.751
O -1.678 1.655 0.849  -0.408
C -1.576 2.717 -0.092  -0.514
C -0.084 2.982 -0.298  -0.618
O 0.579 1.893 -0.926  -0.337
C 0.540 1.902 -2.356  -0.520
C 1.003 0.528 -2.823  -0.583
O 0.117 -0.503 -2.395  -0.448
C -1.043 -0.667 -3.198  -0.579
H -3.602 2.169 1.455  0.353
H -2.911 0.659 2.097  0.272
H -3.492 0.732 0.407  0.312
H -2.053 3.619 0.306  0.532
H -2.073 2.446 -1.032  0.279
H 0.386 3.088 0.683  0.318
H 0.066 3.897 -0.877  0.435
H 1.213 2.686 -2.723  0.441
H -0.472 2.116 -2.717  0.379
H 1.960 0.294 -2.348  0.263
H 1.117 0.506 -3.913  0.468
H -0.747 -1.094 -4.160  0.333
H -1.573 0.273 -3.364  0.322
H -1.699 -1.359 -2.676  0.148
O -3.997 -5.420 -0.612  -0.519
S -3.990 -4.438 0.406  1.111
O -4.979 -4.388 1.417  -0.484
N -3.605 -2.952 -0.166  -0.358
C -2.422 -2.498 0.127  0.511
O -2.035 -1.366 -0.251  -0.791
C -1.618 -3.449 0.944  0.808
C -0.307 -3.347 1.388  -0.114
C 0.227 -4.379 2.149  -0.879
C -0.520 -5.502 2.463  -0.398
C -1.838 -5.627 1.996  -0.725
C -2.329 -4.598 1.260  -0.031
H 0.274 -2.471 1.125  0.350
H 1.246 -4.306 2.502  0.449
H -0.096 -6.293 3.065  0.441
H -2.408 -6.514 2.222  0.492
C 2.580 0.523 1.370  -0.641
O 1.326 -0.147 1.564  -0.420
H 3.325 0.097 2.042  0.311
H 2.496 1.596 1.556  0.276
H 2.888 0.364 0.343  0.233
H 0.995 0.102 2.435  0.276

Calculated values
LUMO (spin up / spin down) (eV): -12.163 / -11.936
Orbital gap (spin up / spin down) (eV): 3.29 / 3.50
2S+1: 1
Total charge: +2


4.
C14H22BrFN3O3 | the ωB97M-V functional and the def2-TZVPD basis

Last column: Mulliken charge in e.
CARTESIAN COORDINATES (ANGSTROEM)
C 0.393 -3.616 0.832  -1.093
C -1.042 -3.278 0.230  -0.056
C -1.777 -2.394 1.310  -0.668
N -2.869 -1.519 0.727  -0.679
N -2.459 -0.187 0.954  0.421
C -2.531 0.584 2.109  -0.113
C -1.916 1.836 1.728  -0.127
Br -1.652 3.339 2.900  -0.036
N -1.555 1.673 0.391  0.166
C -0.847 2.735 -0.405  -1.206
C 0.602 2.187 -0.716  0.592
C 1.740 2.913 0.138  -0.313
C 3.014 1.979 0.019  0.328
O 3.760 1.847 0.947  -0.539
O 3.185 1.389 -1.215  -0.309
C 3.840 0.106 -1.129  -0.357
C 3.155 -0.926 -0.151  -0.642
C -1.888 0.429 -0.127  0.311
C -1.656 -0.102 -1.561  -0.255
C -2.209 0.887 -2.648  0.226
O -3.359 0.994 -2.860  -0.406
F -1.339 1.696 -3.367  -0.232
H 0.896 -2.654 1.140  0.196
H 0.252 -4.189 1.792  0.321
H 1.045 -4.158 0.109  0.361
H -1.622 -4.221 0.020  0.346
H -0.901 -2.758 -0.750  0.076
H -2.205 -3.007 2.152  0.456
H -0.985 -1.732 1.760  0.247
H -3.743 -1.677 1.237  0.319
H -2.933 0.271 3.090  0.451
H -0.829 3.645 0.250  0.488
H -1.434 2.957 -1.327  0.243
H 0.714 1.094 -0.463  -0.591
H 0.820 2.242 -1.819  0.439
H 1.943 3.941 -0.259  0.346
H 1.465 2.914 1.220  0.225
H 3.775 -0.339 -2.161  0.324
H 4.940 0.179 -0.917  0.283
H 2.154 -0.611 0.230  -0.013
H 3.012 -1.907 -0.682  0.329
H 3.890 -1.133 0.674  0.336
H -0.584 -0.385 -1.720  0.326
H -2.261 -1.042 -1.682  0.479

Calculated values
LUMO (eV): -3.179
Orbital gap (eV): 9.81
2S+1: 1
Total charge: +1


5.
C14H22Cl6O14S2 | the ωB97M-V functional and the def2-TZVPD basis

Last column: Mulliken charge in e.
CARTESIAN COORDINATES (ANGSTROEM)
C 0.852 -0.207 0.394  0.077
Cl -0.357 -0.081 1.702  -0.116
Cl 1.588 1.311 -0.130  -0.114
Cl 0.171 -1.005 -1.058  -0.125
H 1.706 -0.785 0.746  0.278
C 3.269 -5.809 5.590  0.052
Cl 1.720 -6.686 5.334  -0.108
Cl 3.236 -4.381 6.657  -0.112
Cl 4.060 -5.371 4.001  -0.116
H 3.860 -6.560 6.113  0.283
C 8.270 0.210 0.041  -1.315
C 8.279 -0.419 -1.382  0.389
C 9.205 -1.519 -1.757  -0.359
O 8.394 -2.485 -2.449  -0.298
C 7.169 -2.093 -2.351  0.636
O 6.219 -2.712 -2.763  -0.574
O 7.051 -0.925 -1.693  -0.329
H 9.298 0.568 0.097  0.375
H 8.088 -0.585 0.764  0.328
H 7.514 0.988 0.149  0.338
H 8.507 0.388 -2.078  0.229
H 9.506 -1.895 -0.779  0.271
H 10.100 -1.180 -2.279  0.308
C -5.834 5.753 3.736  -1.443
C -6.063 7.254 3.530  0.444
C -7.115 7.650 2.478  -0.323
O -8.127 8.236 3.288  -0.326
C -7.652 8.455 4.507  0.702
O -8.161 9.170 5.373  -0.594
O -6.499 7.887 4.678  -0.346
H -6.733 5.137 3.741  0.351
H -5.238 5.528 4.620  0.358
H -5.272 5.349 2.894  0.381
H -5.087 7.697 3.331  0.234
H -7.382 6.731 1.956  0.300
H -6.737 8.349 1.732  0.263
C -5.394 4.547 -3.822  -0.281
C -4.548 3.570 -2.975  -0.194
O -3.557 4.412 -2.351  -0.321
S -3.337 5.851 -3.154  1.096
O -2.588 5.634 -4.375  -0.519
O -3.046 6.922 -2.223  -0.503
O -4.943 5.880 -3.539  -0.336
H -6.451 4.548 -3.557  0.290
H -5.223 4.421 -4.891  0.256
H -3.946 2.827 -3.498  0.269
H -5.210 3.110 -2.242  0.244
C 0.906 -9.474 -3.108  -0.267
C 0.432 -8.293 -2.240  -0.245
O 0.887 -8.762 -0.970  -0.317
S 0.502 -10.353 -0.786  1.098
O -0.957 -10.530 -0.815  -0.526
O 1.326 -10.968 0.318  -0.519
O 1.093 -10.654 -2.323  -0.307
H 1.827 -9.269 -3.653  0.269
H 0.181 -9.814 -3.847  0.252
H -0.657 -8.241 -2.253  0.264
H 0.902 -7.327 -2.426  0.296

Calculated values
Energy above the lowest of the compared OMol25 structures with the same formula, charge and spin (eV): 2.634
LUMO (eV): 0.100
Orbital gap (eV): 10.75
2S+1: 1


Respective E values: -20430.92170, -44942.25012, -45200.54964, -98239.17039, -140340.60698 eV.